{"formula": "C5H6O2PS", "method": "the ωB97M-V functional and the def2-TZVPD basis", "spin_multiplicity": 3, "lumo_energy_ev": [3.600, 2.402], "s_squared": 2.035, "orbital_gap_ev": [6.91, 6.24], "total_charge": -1, "symbols": ["C", "C", "C", "C", "C", "O", "O", "P", "S", "H", "H", "H", "H", "H", "H"], "positions_angstrom": [[-2.112, 0.923, -0.482], [-0.873, 1.481, -0.624], [-2.042, -0.373, -0.033], [0.235, 0.148, 0.287], [-0.729, -0.895, 0.238], [2.535, 1.648, 0.072], [2.501, -0.364, 1.534], [1.987, 0.256, 0.173], [2.652, -1.213, -1.143], [-3.079, 1.426, -0.688], [-0.551, 2.190, -1.313], [-2.896, -1.145, 0.126], [-0.672, -1.683, 1.000], [-0.087, -1.321, -0.720], [3.131, -1.078, 1.574]]}



{"formula": "C5H6O2S", "method": "the ωB97M-V functional and the def2-TZVPD basis", "smiles": "O=C1O[C@H]2CC[C@H]2S1", "spin_multiplicity": 1, "lumo_energy_ev": 0.604, "orbital_gap_ev": 10.28, "de_lowest_kj_mol": 10.7, "total_charge": 0, "symbols": ["O", "C", "O", "C", "C", "C", "C", "S", "H", "H", "H", "H", "H", "H"], "positions_angstrom": [[-2.873, -1.702, -0.301], [-1.768, -1.306, -0.075], [-0.911, -0.928, -1.047], [0.415, -0.588, -0.613], [0.718, 0.902, -0.841], [0.386, 1.188, 0.651], [0.403, -0.336, 0.914], [-1.077, -1.123, 1.571], [1.101, -1.300, -0.990], [0.066, 1.406, -1.579], [1.767, 1.051, -1.093], [-0.630, 1.647, 0.788], [1.118, 1.764, 1.188], [1.285, -0.675, 1.425]]}



{"formula": "C5H6O2S", "method": "the ωB97M-V functional and the def2-TZVPD basis", "smiles": "O=CO[C@H]1CCC1=S", "spin_multiplicity": 1, "lumo_energy_ev": -0.316, "orbital_gap_ev": 8.25, "de_lowest_kj_mol": 376.4, "total_charge": 0, "symbols": ["O", "C", "O", "C", "C", "C", "C", "S", "H", "H", "H", "H", "H", "H"], "positions_angstrom": [[0.315, 1.646, -0.438], [-0.154, 1.247, -1.561], [-0.625, -0.088, -1.766], [-0.462, -0.806, -0.475], [1.016, -0.758, -0.055], [0.412, -0.346, 1.566], [-0.905, 0.043, 0.789], [-2.309, 0.914, 1.197], [-0.456, 2.115, -2.469], [-0.939, -1.781, -0.707], [1.426, -1.671, 0.037], [1.653, 0.119, -0.424], [0.110, -1.070, 2.314], [0.918, 0.436, 1.994]]}



{"formula": "C5H6O3", "method": "the ωB97M-V functional and the def2-TZVPD basis", "smiles": "O=C[C@H]1OC=CCO1", "spin_multiplicity": 1, "lumo_energy_ev": 0.212, "orbital_gap_ev": 9.50, "de_lowest_kj_mol": 395.6, "total_charge": 0, "symbols": ["O", "C", "C", "O", "C", "C", "C", "O", "H", "H", "H", "H", "H", "H"], "positions_angstrom": [[-2.993, 0.387, 0.011], [-2.034, -0.424, -0.126], [-0.612, -0.063, 0.392], [0.205, -1.230, -0.005], [1.545, -1.038, -0.034], [2.300, -0.016, -0.002], [1.491, 1.242, -0.063], [-0.024, 1.014, -0.209], [-2.141, -1.324, -0.851], [-0.628, 0.115, 1.597], [2.258, -1.791, -0.232], [3.286, -0.060, 0.285], [1.854, 1.895, 0.918], [1.736, 1.592, -1.099]]}



{"formula": "C5H6O3", "method": "the ωB97M-V functional and the def2-TZVPD basis", "smiles": "COc1occc1O", "spin_multiplicity": 1, "lumo_energy_ev": 0.572, "orbital_gap_ev": 8.63, "de_lowest_kj_mol": 336.2, "total_charge": 0, "symbols": ["C", "O", "C", "O", "C", "C", "C", "O", "H", "H", "H", "H", "H", "H"], "positions_angstrom": [[-2.147, 0.386, -0.887], [-0.993, -0.460, -1.084], [0.094, -0.011, -0.447], [0.530, 1.272, -0.195], [1.681, 1.173, 0.599], [1.983, -0.148, 0.831], [0.837, -0.872, 0.268], [0.693, -2.276, 0.386], [-1.837, 1.527, -1.140], [-2.984, -0.140, -1.505], [-2.186, 0.410, 0.295], [2.197, 2.051, 0.949], [2.639, -0.639, 1.533], [-0.507, -2.271, 0.398]]}



{"formula": "C5H6O3", "method": "the ωB97M-V functional and the def2-TZVPD basis", "smiles": "C#CC1(O)[C@H](O)[C@H]1O", "spin_multiplicity": 1, "lumo_energy_ev": 0.534, "orbital_gap_ev": 9.52, "de_lowest_kj_mol": 369.1, "total_charge": 0, "symbols": ["C", "C", "C", "O", "C", "O", "C", "O", "H", "H", "H", "H", "H", "H"], "positions_angstrom": [[1.717, 2.187, 0.439], [0.807, 1.392, 0.293], [-0.368, 0.552, 0.058], [-1.548, 1.173, 0.138], [-0.251, -0.686, -0.757], [-1.375, -0.940, -1.509], [-0.199, -0.798, 0.732], [0.965, -1.287, 1.339], [2.734, 2.633, 0.593], [-2.141, 0.586, -0.329], [0.625, -0.822, -1.394], [-1.539, -1.865, -1.680], [-1.093, -1.149, 1.311], [1.666, -0.976, 0.766]]}



Number 1: DFT total energy -1084.083362 hartree, maximum force 5.66 eV/Å. Number 2: DFT total energy -742.780809 hartree, maximum force 1.35 eV/Å. Number 3: DFT total energy -742.641523 hartree, maximum force 6.07 eV/Å. Number 4: DFT total energy -419.688743 hartree, maximum force 5.67 eV/Å. Number 5: DFT total energy -419.711344 hartree, maximum force 6.34 eV/Å. Number 6: DFT total energy -419.698806 hartree, maximum force 3.56 eV/Å.